No. 1
A molecular structure, C35H29InN10O4S. Source: the Open Molecules 2025 dataset; level of theory: ωB97M-V with the def2-TZVPD basis set.

Last column: Mulliken charge in e.
Atoms and positions in Å:
In (0.260, -0.304, 0.295)  1.37
C (-3.225, 1.675, 2.643)  -1.79
C (-2.282, 0.626, 2.128)  0.31
N (-1.113, 0.910, 1.678)  0.71
N (-0.737, 2.228, 1.677)  -1.09
C (0.553, 2.445, 1.578)  0.39
N (0.930, 3.744, 1.536)  -0.38
S (1.824, 1.259, 1.599)  -0.66
C (-2.705, -0.794, 2.212)  1.12
C (-4.047, -1.144, 2.109)  -0.89
C (-4.404, -2.473, 2.263)  -0.49
C (-3.415, -3.405, 2.529)  -0.77
C (-2.105, -2.958, 2.618)  -0.15
N (-1.750, -1.688, 2.465)  -0.08
H (-2.703, 2.615, 2.771)  0.39
H (-4.046, 1.825, 1.934)  0.31
H (-3.662, 1.359, 3.591)  0.48
H (0.221, 4.437, 1.364)  0.23
H (1.873, 3.937, 1.254)  0.26
H (-4.797, -0.397, 1.885)  0.34
H (-5.441, -2.774, 2.181)  0.42
H (-3.650, -4.451, 2.667)  0.43
H (-1.302, -3.659, 2.828)  0.45
C (-2.531, 2.324, -2.403)  -1.07
C (-2.014, 2.050, -3.661)  -0.73
C (-0.989, 1.133, -3.784)  -1.20
C (-0.494, 0.487, -2.652)  0.13
N (-0.990, 0.781, -1.441)  0.62
C (-1.975, 1.669, -1.321)  -0.20
C (0.625, -0.493, -2.730)  1.32
C (0.991, -1.072, -3.947)  -0.54
C (2.062, -1.951, -4.012)  -1.18
C (2.787, -2.245, -2.865)  -1.03
C (2.400, -1.689, -1.646)  -0.58
C (1.314, -0.821, -1.558)  0.78
H (-3.334, 3.034, -2.261)  0.48
H (-2.400, 2.555, -4.538)  0.43
H (-0.558, 0.931, -4.754)  0.39
H (-2.320, 1.873, -0.314)  0.28
H (0.430, -0.869, -4.852)  0.38
H (2.319, -2.419, -4.954)  0.44
H (3.633, -2.922, -2.912)  0.47
H (2.958, -1.944, -0.750)  0.40
C (2.814, -1.932, 3.076)  -1.30
C (2.019, -2.701, 2.082)  0.07
N (1.051, -2.239, 1.313)  0.28
C (0.537, -3.308, 0.608)  -0.02
C (1.222, -4.438, 0.954)  0.06
N (2.146, -4.029, 1.879)  -0.02
C (1.179, -5.880, 0.584)  0.53
O (0.278, -6.242, -0.286)  -0.60
O (1.975, -6.634, 1.105)  -0.65
C (-0.649, -3.123, -0.292)  0.97
O (-1.096, -4.126, -0.880)  -0.97
O (-1.132, -1.954, -0.359)  -0.39
H (2.611, -0.872, 2.959)  0.06
H (3.883, -2.112, 2.951)  0.42
H (2.534, -2.229, 4.088)  0.34
H (2.796, -4.669, 2.309)  0.25
H (-0.302, -5.445, -0.576)  0.41
N (7.706, 1.255, -7.749)  -0.52
C (6.917, 1.516, -6.953)  0.01
C (5.922, 1.849, -5.966)  0.45
C (5.213, 0.841, -5.318)  -0.83
C (4.229, 1.166, -4.403)  0.41
C (3.957, 2.501, -4.129)  0.25
C (4.676, 3.511, -4.754)  -0.45
C (5.656, 3.186, -5.675)  -0.79
N (2.917, 2.822, -3.224)  0.31
C (1.969, 3.821, -3.370)  -0.32
C (1.126, 3.678, -2.309)  -1.03
N (1.532, 2.625, -1.515)  0.11
C (2.600, 2.144, -2.084)  -0.74
H (5.420, -0.195, -5.549)  0.48
H (3.651, 0.388, -3.916)  0.14
H (4.476, 4.547, -4.514)  0.51
H (6.221, 3.963, -6.170)  0.45
H (1.972, 4.492, -4.213)  0.49
H (0.244, 4.254, -2.069)  0.51
H (3.196, 1.329, -1.699)  0.66

Energy above the lowest of the compared OMol25 structures with the same formula, charge and spin, kJ/mol: 49.4
HOMO level, eV: -8.2
Electronic energy, eV: -75869.392

No. 2
A molecular structure, C35H29N3O2PPdSe2 at a distorted geometry. Source: the Open Molecules 2025 dataset; level of theory: ωB97M-V with the def2-TZVPD basis set.

Last column: Mulliken charge in e.
Atoms and positions in Å:
Pd (11.476, 6.477, 11.017)  -0.55
C (13.178, 9.119, 15.278)  -0.60
O (14.337, 8.822, 14.437)  -0.41
C (14.226, 7.545, 14.174)  0.16
N (13.377, 6.814, 14.721)  -0.56
C (12.414, 7.786, 15.308)  2.45
C (11.959, 7.348, 16.685)  -0.49
C (10.721, 6.899, 16.977)  0.06
C (10.348, 6.626, 18.357)  -0.83
C (11.277, 6.891, 19.354)  -0.19
C (12.552, 7.248, 19.094)  -0.97
C (12.939, 7.408, 17.762)  -0.56
C (15.147, 6.938, 13.150)  0.29
C (16.532, 7.116, 13.268)  -0.58
C (17.337, 6.408, 12.298)  -0.53
C (16.653, 5.654, 11.323)  -0.57
C (15.225, 5.634, 11.329)  0.07
N (14.555, 6.191, 12.285)  -0.01
C (14.548, 5.231, 10.078)  0.26
N (13.343, 5.494, 9.705)  -0.02
C (13.212, 5.047, 8.297)  -0.28
C (14.597, 4.487, 8.001)  -0.66
O (15.372, 4.618, 9.175)  -0.45
C (12.788, 6.276, 7.491)  0.43
C (13.507, 7.424, 7.681)  0.00
C (13.188, 8.516, 6.926)  -0.85
C (12.081, 8.428, 6.119)  -0.30
C (11.323, 7.277, 5.927)  -0.60
C (11.768, 6.143, 6.584)  -0.47
H (12.680, 9.857, 14.646)  0.30
H (13.443, 9.435, 16.294)  0.38
H (11.579, 7.786, 14.593)  -0.88
H (10.071, 6.747, 16.178)  0.63
H (9.297, 6.402, 18.601)  0.33
H (10.924, 6.891, 20.357)  0.38
H (13.223, 7.219, 19.930)  0.36
H (13.901, 7.724, 17.512)  0.49
H (17.047, 7.879, 13.880)  0.38
H (18.435, 6.499, 12.244)  0.38
H (17.184, 5.112, 10.585)  0.49
H (12.400, 4.264, 8.193)  0.55
H (15.079, 4.922, 7.166)  0.43
H (14.443, 3.452, 7.761)  0.33
H (14.232, 7.483, 8.439)  0.44
H (13.708, 9.470, 7.054)  0.34
H (11.762, 9.294, 5.490)  0.27
H (10.447, 7.138, 5.240)  0.33
H (11.189, 5.246, 6.537)  0.34
Se (9.293, 5.273, 10.864)  -0.83
P (9.734, 7.506, 11.499)  0.86
Se (11.563, 8.991, 11.615)  -0.77
C (9.060, 7.833, 13.159)  0.57
C (8.491, 6.799, 13.818)  0.29
C (7.832, 7.040, 15.053)  -0.91
C (7.659, 8.361, 15.445)  -0.23
C (8.212, 9.435, 14.694)  -0.70
C (8.956, 9.152, 13.579)  -0.19
C (8.447, 8.457, 10.564)  0.95
C (8.928, 9.341, 9.601)  -0.46
C (8.035, 10.272, 9.062)  -0.55
C (6.728, 10.300, 9.571)  -0.73
C (6.303, 9.342, 10.489)  -0.43
C (7.162, 8.409, 10.986)  -0.02
H (8.495, 5.718, 13.384)  -0.04
H (7.413, 6.253, 15.696)  0.34
H (7.240, 8.581, 16.473)  0.27
H (7.943, 10.491, 14.971)  0.30
H (9.302, 10.048, 12.943)  0.23
H (9.997, 9.248, 9.228)  0.22
H (8.310, 11.010, 8.316)  0.38
H (6.007, 10.900, 9.110)  0.38
H (5.240, 9.383, 10.695)  0.36
H (6.765, 7.576, 11.696)  0.19

HOMO level, eV: -3.6
Total charge: -1
Electronic energy, eV: -188792.815